Entry 1
Entry from the Open Molecules 2025 dataset: 3 unconnected molecules or ions with the total composition C5H11NO2 (ωB97M-V with the def2-TZVPD basis set).

Last column: Mulliken charge in e.
CARTESIAN COORDINATES (ANGSTROEM)
C -0.725 -0.649 0.355  -0.424
C 0.011 0.303 -0.597  -0.956
C 0.671 1.410 -0.282  0.675
C 1.057 2.384 -1.266  -0.628
C 0.000 -1.201 1.581  -0.141
N -0.627 -0.616 2.764  -0.460
O 2.026 -1.515 0.035  -0.663
H -1.262 0.099 0.946  0.287
H -1.172 -1.355 -0.326  0.408
H -0.004 0.182 -1.701  0.358
H 1.808 -0.827 -0.617  0.331
H 1.012 1.716 0.692  0.280
H 1.322 3.347 -0.935  0.306
H 0.961 2.043 -2.305  0.257
H -0.384 -1.178 3.468  0.262
H 0.032 -2.261 1.419  0.398
H -3.118 -0.542 -2.748  0.181
H 0.994 -0.625 1.553  0.331
O -2.602 -0.715 -2.036  -0.801

Results
* LUMO level: -4.093 eV
* HOMO-LUMO gap: 3.17 eV
* spin multiplicity: 1


Entry 2
Entry from the Open Molecules 2025 dataset: 2 unconnected molecules or ions with the total composition C5H11NO2 (ωB97M-V with the def2-TZVPD basis set).

Last column: Mulliken charge in e.
CARTESIAN COORDINATES (ANGSTROEM)
C 1.291 -0.444 1.354  -1.304
C 0.328 0.132 0.274  1.239
C 0.639 1.532 -0.214  -1.394
C -1.099 -0.034 0.800  -1.381
N 0.469 -0.709 -0.927  -0.408
C 0.720 -1.889 -0.980  0.609
O 1.126 -2.974 -1.120  -0.463
H 1.232 0.201 2.329  0.326
H 0.879 -1.493 1.620  0.351
H 2.361 -0.614 0.954  0.322
H 1.627 1.462 -0.783  0.329
H 0.754 2.358 0.543  0.329
H -0.118 1.873 -1.017  0.325
H -1.065 0.708 1.682  0.313
H -1.648 0.374 -0.057  0.368
H -1.280 -0.992 1.132  0.450
O -1.272 -1.799 -3.594  -0.624
H -2.076 -1.814 -3.124  0.311
H -0.427 -1.667 -3.234  0.303

Results
* LUMO level: 0.567 eV
* HOMO-LUMO gap: 10.90 eV
* spin multiplicity: 1


Entry 3
Entry from the Open Molecules 2025 dataset: 2 unconnected molecules or ions with the total composition C5H11NO2 (ωB97M-V with the def2-TZVPD basis set).

Last column: Mulliken charge in e.
CARTESIAN COORDINATES (ANGSTROEM)
C 0.709 -1.258 -1.312  -1.139
C 0.997 0.154 -0.868  0.757
O 2.068 0.528 -0.459  -0.605
C -0.131 1.219 -1.397  -0.471
O -1.385 0.705 -1.411  -0.624
H 0.449 -1.262 -2.365  0.352
H -0.162 -1.636 -0.786  0.253
H 1.565 -1.902 -1.140  0.353
H 0.250 1.393 -2.415  0.396
H -0.015 2.121 -0.780  0.287
H -1.603 0.299 -0.350  0.287
C -1.503 0.043 1.264  -0.981
C -0.233 0.416 1.645  0.028
N 0.739 -0.447 2.053  -0.430
H -1.770 -1.004 1.339  0.294
H -2.305 0.738 1.470  0.367
H 0.042 1.461 1.699  0.332
H 1.697 -0.141 1.949  0.307
H 0.591 -1.428 1.864  0.236

Results
* LUMO level: 0.870 eV
* HOMO-LUMO gap: 9.54 eV
* spin multiplicity: 1


Most stable = entry 2